Record 1
Entry from the OMol25 dataset: a cluster of 2 separate species, C4H8ClN2O2S in total (ωB97M-V/def2-TZVPD).

Geometry as XYZ:
```
18
Properties=species:S:1:pos:R:3:forces:R:3
C 0.422 1.231 0.597 -0.6 -1.9 0.2
C 0.741 0.080 -1.294 -0.4 -0.7 1.2
C 0.276 -0.812 -0.335 0.9 2.2 -0.9
C 1.498 2.492 -1.151 -0.8 2.0 0.5
N 0.839 1.294 -0.649 0.4 1.0 -1.0
N 0.119 -0.069 0.817 -1.0 1.1 1.7
O -2.558 -2.368 0.145 0.7 -0.4 0.1
O -0.530 -3.407 0.826 1.8 -0.5 -0.6
S -1.836 -3.268 1.316 -2.5 1.3 0.4
Cl -1.705 -1.763 2.910 -0.2 -0.3 -0.4
H 0.177 2.038 1.300 0.6 -0.4 -0.5
H 0.990 -0.038 -2.353 0.0 0.0 0.7
H -3.236 -1.688 0.271 -0.1 -0.3 0.7
H 0.122 -1.844 -0.444 -0.3 -0.9 0.2
H 2.515 2.274 -1.423 0.4 -0.2 0.0
H 0.987 2.930 -2.069 0.4 -0.5 1.4
H 1.504 3.191 -0.221 0.1 -0.7 -2.2
H -0.325 -0.273 1.758 0.6 -0.7 -1.7
```
Positions in Å, forces in eV/Å.

The calculation puts the total energy at -34703.484 eV. The value obtained for the energy above the lowest of the compared OMol25 structures with the same formula, charge and spin is 0.00 kJ/mol. The value obtained for the orbital gap is 0.3817 Eh. Its total charge is +1.

And the natural (NBO) charges, in e, turn out to be: atom 1 (C): 0.234, atom 2 (C): -0.055, atom 3 (C): -0.023, atom 4 (C): -0.413, atom 5 (N): -0.286, atom 6 (N): -0.482, atom 7 (O): -0.921, atom 8 (O): -0.867, atom 9 (S): 1.658, atom 10 (Cl): -0.364, atom 11 (H): 0.259, atom 12 (H): 0.265, atom 13 (H): 0.535, atom 14 (H): 0.277, atom 15 (H): 0.238, atom 16 (H): 0.244, atom 17 (H): 0.230, atom 18 (H): 0.471

Record 2
Entry from the OMol25 dataset: a structure of composition C4H8ClN3 (ωB97M-V/def2-TZVPD).

Geometry as XYZ:
```
16
Properties=species:S:1:pos:R:3:forces:R:3
C 3.207 -0.890 0.145 -1.5 -0.1 1.2
C 0.660 -1.311 -0.058 3.3 5.4 -0.3
C -0.590 -0.463 -0.061 0.2 -3.4 -0.3
C -0.876 0.839 -0.043 -2.1 0.3 1.4
H 3.238 -2.028 0.290 0.2 1.6 0.7
H 3.928 -0.737 -0.686 -0.7 0.5 0.5
H 3.485 -0.141 1.151 -0.7 -2.6 -3.0
H 0.618 -2.375 0.250 0.1 0.6 -0.2
H -2.060 1.058 0.250 3.6 0.1 -1.1
H 1.044 1.740 -0.529 -2.8 -1.0 1.1
H 0.261 3.718 0.786 -0.5 -1.8 -1.2
H -0.536 3.713 -0.926 0.9 -2.1 4.4
N 1.766 -0.501 -0.252 -1.6 -2.8 1.1
N 0.044 1.817 -0.099 3.7 0.6 -0.9
N -0.331 3.082 0.177 -1.9 5.1 -3.4
Cl -2.043 -1.458 0.043 -0.2 -0.5 0.0
```
Positions in Å, forces in eV/Å.

The calculation puts the total energy at -21265.339 eV. The value obtained for the energy above the lowest of the compared OMol25 structures with the same formula, charge and spin is 493.21 kJ/mol. The value obtained for the orbital gap is 0.3012 Eh.

And the natural (NBO) charges, in e, turn out to be: atom 1 (C): -0.446, atom 2 (C): 0.074, atom 3 (C): -0.185, atom 4 (C): 0.038, atom 5 (H): 0.185, atom 6 (H): 0.208, atom 7 (H): 0.214, atom 8 (H): 0.200, atom 9 (H): 0.252, atom 10 (H): 0.421, atom 11 (H): 0.377, atom 12 (H): 0.301, atom 13 (N): -0.486, atom 14 (N): -0.433, atom 15 (N): -0.653, atom 16 (Cl): -0.065

Record 3
Entry from the OMol25 dataset: the ion C4H8ClN4O with charge +1 (ωB97M-V/def2-TZVPD).

Geometry as XYZ:
```
18
Properties=species:S:1:pos:R:3:forces:R:3
C -1.624 0.708 -0.139 3.6 -1.2 -0.7
C 0.522 -2.030 -0.416 -0.3 -2.2 -1.9
C 0.188 0.237 0.056 -1.6 2.3 -0.2
C 1.150 1.424 0.254 0.2 0.5 -0.7
N 0.242 -1.795 0.927 -0.5 1.7 1.7
N 0.161 -0.579 1.186 -0.2 -1.9 1.4
N -2.142 0.927 1.043 -1.3 1.3 1.4
N 0.539 -0.613 -1.074 1.5 0.7 -2.5
O -2.008 0.639 -1.270 -0.1 0.3 0.6
Cl 2.867 0.879 0.123 -0.1 -0.4 -0.4
H 1.473 -2.592 -0.336 0.1 0.8 -1.0
H -0.216 -2.808 -0.869 1.0 1.9 0.4
H 1.128 1.672 1.322 -0.6 0.7 -0.6
H 1.078 2.267 -0.529 -0.4 -1.2 1.7
H -1.659 0.891 1.959 0.0 -0.2 -1.4
H -3.050 1.409 1.085 0.4 -0.6 -0.2
H 1.533 -0.203 -1.477 -2.4 -1.8 1.2
H -0.180 -0.433 -1.845 0.7 -0.6 1.0
```
Positions in Å, forces in eV/Å.

The calculation puts the total energy at -24799.085 eV. The value obtained for the energy above the lowest of the compared OMol25 structures with the same formula, charge and spin is 0.00 kJ/mol. The value obtained for the orbital gap is 0.3795 Eh. Its SMILES is NC(=O)[C@@]1(CCl)N=NC[NH2+]1. Its total charge is +1.

And the natural (NBO) charges, in e, turn out to be: atom 1 (C): 0.756, atom 2 (C): -0.146, atom 3 (C): 0.071, atom 4 (C): -0.415, atom 5 (N): -0.071, atom 6 (N): -0.145, atom 7 (N): -0.804, atom 8 (N): -0.612, atom 9 (O): -0.549, atom 10 (Cl): -0.032, atom 11 (H): 0.277, atom 12 (H): 0.277, atom 13 (H): 0.271, atom 14 (H): 0.268, atom 15 (H): 0.453, atom 16 (H): 0.439, atom 17 (H): 0.481, atom 18 (H): 0.482

Record 4
Entry from the OMol25 dataset: a cluster of 2 separate species, C4H8ClNS in total (ωB97M-V/def2-TZVPD).

Geometry as XYZ:
```
15
Properties=species:S:1:pos:R:3:forces:R:3
C -0.880 0.162 -0.313 3.3 -1.2 2.9
C -1.931 0.977 0.413 1.7 -2.5 1.2
C 0.510 1.119 1.220 0.0 -0.3 2.5
C 1.667 -0.133 -0.370 -1.5 0.3 -0.4
N 0.530 0.668 0.009 -1.4 0.0 -0.5
S -1.053 1.631 1.845 0.6 0.1 0.7
Cl 1.890 1.897 1.909 -0.2 -0.1 0.1
H -0.723 -0.894 0.072 -1.0 0.8 -0.3
H -0.847 0.209 -1.317 -0.8 -0.1 -3.6
H -2.214 1.832 -0.073 -1.4 1.5 -1.7
H -2.671 0.232 0.712 -0.4 0.8 0.0
H 0.791 -1.146 1.827 -0.2 1.0 0.0
H 2.528 0.348 -0.061 1.8 1.1 0.7
H 1.657 -1.095 0.162 -0.6 -0.3 -0.1
H 1.664 -0.071 -1.418 0.2 -0.9 -1.6
```
Positions in Å, forces in eV/Å.

The calculation puts the total energy at -29120.857 eV. The value obtained for the energy above the lowest of the compared OMol25 structures with the same formula, charge and spin is 400.74 kJ/mol. The value obtained for the orbital gap (alpha / beta) is 0.2597 / 0.2652 Eh.

And the natural (NBO) charges, in e, turn out to be: atom 1 (C): -0.220, atom 2 (C): -0.547, atom 3 (C): 0.087, atom 4 (C): -0.443, atom 5 (N): -0.395, atom 6 (S): 0.324, atom 7 (Cl): 0.062, atom 8 (H): 0.241, atom 9 (H): 0.209, atom 10 (H): 0.228, atom 11 (H): 0.252, atom 12 (H): -0.477, atom 13 (H): 0.219, atom 14 (H): 0.256, atom 15 (H): 0.203

Record 5
Entry from the OMol25 dataset: a cluster of 2 separate species, C4H8ClNS in total (ωB97M-V/def2-TZVPD).

Geometry as XYZ:
```
15
Properties=species:S:1:pos:R:3:forces:R:3
C -0.361 0.200 -0.706 2.2 -2.2 2.6
C -0.437 -1.304 -0.780 -2.9 -1.6 -2.7
C 0.187 0.476 0.708 -1.2 2.0 0.8
C 1.213 1.648 0.741 -0.6 1.6 -1.1
N 0.878 -0.669 1.190 0.8 -0.8 0.9
S 0.715 -1.935 0.325 0.2 0.1 0.1
Cl -3.434 -2.868 -0.453 0.7 0.4 0.1
H 0.405 0.421 -1.343 2.3 1.0 -1.9
H -1.104 0.830 -0.972 -3.1 1.2 -0.7
H -1.451 -1.714 -0.352 0.2 -0.1 -0.6
H -0.399 -1.746 -1.868 0.1 0.7 2.3
H -0.715 0.645 1.464 1.8 -0.2 -1.3
H 0.787 2.688 0.626 -0.3 -1.1 0.9
H 1.837 1.743 -0.166 0.0 -1.1 0.2
H 1.881 1.586 1.585 -0.1 0.1 0.4
```
Positions in Å, forces in eV/Å.

The calculation puts the total energy at -29121.796 eV. The value obtained for the energy above the lowest of the compared OMol25 structures with the same formula, charge and spin is 310.12 kJ/mol. The value obtained for the orbital gap (alpha / beta) is 0.1517 / 0.2436 Eh.

And the natural (NBO) charges, in e, turn out to be: atom 1 (C): -0.420, atom 2 (C): -0.697, atom 3 (C): -0.097, atom 4 (C): -0.624, atom 5 (N): -0.534, atom 6 (S): 1.010, atom 7 (Cl): -0.636, atom 8 (H): 0.203, atom 9 (H): 0.248, atom 10 (H): 0.328, atom 11 (H): 0.289, atom 12 (H): 0.248, atom 13 (H): 0.231, atom 14 (H): 0.216, atom 15 (H): 0.236

Record 6
Entry from the OMol25 dataset: the molecule C4H8ClNS (ωB97M-V/def2-TZVPD).

Geometry as XYZ:
```
15
Properties=species:S:1:pos:R:3:forces:R:3
C 1.923 0.292 1.369 -3.5 0.2 0.7
C -0.305 -1.113 -0.703 -2.9 -3.1 -1.0
C -1.964 0.715 -0.496 1.5 3.8 2.3
C -0.490 0.360 -0.344 0.1 -2.3 0.1
N 2.500 0.134 0.296 0.3 0.1 -0.4
S -0.051 0.430 1.427 2.8 0.7 -0.1
Cl 2.567 0.421 3.013 -0.1 0.0 -0.7
H 0.676 -1.560 -0.739 0.6 0.5 0.7
H -0.995 -1.735 -0.007 1.4 0.8 -0.8
H -0.693 -1.509 -1.735 0.3 1.5 1.3
H -2.499 0.172 0.236 -1.1 -1.2 0.1
H -2.173 0.609 -1.522 -1.0 -0.2 -1.0
H -2.150 1.827 -0.094 0.5 -2.1 -1.4
H 0.144 0.835 -1.048 0.7 1.5 0.0
H 3.509 0.123 0.345 0.3 -0.1 0.1
```
Positions in Å, forces in eV/Å.

The calculation puts the total energy at -29124.216 eV. The value obtained for the energy above the lowest of the compared OMol25 structures with the same formula, charge and spin is 76.62 kJ/mol. The value obtained for the orbital gap is 0.3620 Eh. Its SMILES is [H]/N=C(\Cl)SC(C)C.

And the natural (NBO) charges, in e, turn out to be: atom 1 (C): 0.203, atom 2 (C): -0.631, atom 3 (C): -0.607, atom 4 (C): -0.353, atom 5 (N): -0.668, atom 6 (S): 0.179, atom 7 (Cl): -0.021, atom 8 (H): 0.232, atom 9 (H): 0.203, atom 10 (H): 0.205, atom 11 (H): 0.214, atom 12 (H): 0.227, atom 13 (H): 0.211, atom 14 (H): 0.234, atom 15 (H): 0.373